[1]
# C16H42BN3O6P

A 6-piece molecular cluster, C16H42BN3O6P overall in a non-equilibrium geometry (ωB97M-V/def2-TZVPD, OMol25).

```
69
Properties=species:S:1:pos:R:3:forces:R:3
C -1.98119 -0.67472 2.45870 -0.5438 -0.3581 -0.5650
P -2.96126 0.04564 1.09199 0.1023 2.1280 0.5447
C -2.06012 -0.09315 -0.49432 -0.7046 -0.4146 0.2715
C -4.55368 -0.83625 0.93957 0.4320 -0.9045 -0.2799
C -4.71445 -2.19270 0.89898 -0.2621 0.1044 0.0541
C -6.01173 -2.71454 0.80159 -0.2793 -0.8490 0.0013
N -7.11030 -2.01000 0.71080 0.4588 0.4473 -0.0084
N -6.89169 -0.69365 0.72338 0.0233 -0.2229 0.0344
C -5.72812 -0.07603 0.84060 -0.1766 0.8888 -0.3772
B -5.59591 1.55082 0.88932 -0.2230 0.0978 0.3095
N -6.04305 2.26211 2.08004 0.2568 -0.5326 -0.2271
O -5.07445 2.14125 -0.21484 0.4290 -0.5929 0.1320
H -1.68939 -1.71030 2.32782 0.1797 -0.1511 0.1097
H -2.56009 -0.53843 3.36444 -0.1283 -0.1536 0.2027
H -1.11835 -0.02792 2.55577 0.3025 0.0077 -0.1019
H -1.02063 0.15122 -0.30812 0.2273 -0.1261 -0.0694
H -2.18595 -1.05557 -0.98026 0.3102 -0.2093 -0.0393
H -2.46569 0.66800 -1.15076 -0.0400 0.1327 -0.1525
H -3.88534 -2.87851 0.93591 0.1775 -0.1154 -0.0119
H -6.14315 -3.78486 0.79250 -0.1850 -0.1231 -0.0548
H -7.73048 -0.13595 0.62665 -0.1908 -0.1493 -0.0024
H -5.38877 2.04787 2.83237 -0.0131 0.4045 0.1666
H -6.94971 1.95008 2.41390 -0.0131 -0.0020 0.1602
H -4.18086 2.45036 -0.01040 -0.0841 0.5981 -0.2643
C 2.01275 -1.20145 -3.24991 -0.1804 0.1194 0.0572
C 0.81343 -0.27177 -3.15118 0.3172 0.0518 -0.0720
O 0.77295 0.45028 -1.91599 -0.1176 -0.1406 0.0725
H 2.01965 -1.93274 -2.44440 -0.0341 -0.0269 0.0158
H 1.99510 -1.73202 -4.20272 0.0441 0.0174 -0.0158
H 2.94904 -0.64395 -3.18202 0.0112 0.0020 -0.0660
H -0.11252 -0.84374 -3.20613 -0.0618 0.0627 0.0602
H 0.81970 0.44932 -3.97412 -0.0752 -0.0963 -0.0880
H 1.57395 0.97930 -1.86103 0.0223 0.0721 0.0044
C 4.57903 -0.12475 0.60151 0.0019 -0.1768 0.0441
C 3.49187 -1.03295 0.05807 0.3311 -0.1774 0.2011
O 4.01334 -1.99677 -0.85440 -0.1109 0.1006 0.0272
H 5.08460 0.38974 -0.21152 -0.0141 0.0449 -0.0289
H 4.16388 0.62110 1.27998 0.0377 0.0473 -0.0241
H 5.33526 -0.70352 1.13855 -0.0564 -0.0124 0.0595
H 2.75026 -0.45889 -0.48830 -0.1214 -0.0190 -0.0836
H 2.98164 -1.55280 0.87773 -0.0786 0.1049 0.0145
H 4.65516 -2.52384 -0.37012 0.0796 -0.0721 -0.0688
C 6.76157 3.98682 -1.09997 -0.0789 0.0182 -0.0124
C 6.04396 3.17810 -0.03608 -0.0005 -0.0527 -0.2936
O 4.67478 2.95483 -0.38582 -0.0686 0.1569 0.1687
H 6.26619 4.94706 -1.24525 0.0190 0.0227 0.0475
H 7.80033 4.16620 -0.82104 0.0070 -0.0194 -0.0145
H 6.74711 3.46378 -2.05957 0.0767 -0.0370 0.0176
H 6.04442 3.70825 0.91358 -0.0819 -0.0663 0.0513
H 6.53889 2.21332 0.11480 0.0880 0.0585 0.1082
H 4.66388 2.47609 -1.21886 0.0243 0.0236 -0.0832
C -6.39021 -4.22680 -3.52227 0.0081 0.0006 0.1052
C -5.09833 -3.53223 -3.13522 0.0152 -0.3074 -0.1363
O -4.32912 -4.31569 -2.21955 -0.1099 0.2780 0.1919
H -6.99262 -4.43484 -2.63684 -0.0205 0.0412 -0.0004
H -6.97549 -3.61334 -4.20781 0.0084 -0.0168 -0.0202
H -6.18324 -5.18257 -4.00700 0.0019 0.0319 -0.0734
H -5.30802 -2.58524 -2.63593 0.0752 0.0103 0.0456
H -4.49553 -3.32187 -4.02332 -0.0522 0.1176 -0.0100
H -4.12362 -5.15014 -2.65056 0.0440 -0.0652 0.0187
C 4.53038 2.93450 3.95908 0.0255 0.0068 -0.1050
C 5.75871 2.04853 4.06721 0.0357 0.2765 0.1132
O 6.90544 2.66596 3.48986 -0.0745 -0.1447 -0.1367
H 4.32371 3.17130 2.91398 -0.0183 -0.0533 -0.0125
H 3.65425 2.44512 4.38827 0.0047 0.0165 0.0242
H 4.68849 3.87947 4.48361 -0.0294 -0.0296 0.0694
H 5.60349 1.11547 3.52706 0.0880 -0.0143 -0.0296
H 5.96653 1.80642 5.11472 -0.0846 -0.0975 -0.0043
H 7.06938 3.48618 3.96334 0.0473 0.0390 0.0288
```
Positions in Å, forces in eV/Å.

Results
molecular weight = 414.3 g/mol
frontier orbital gap = 7.1 eV
E_LUMO = -4.6 eV
net charge = +1

Löwdin atomic charge list, values in e, 5 entries: number 1, C, carries -0.259; number 2, P, carries 0.940; number 3, C, carries -0.241; number 4, C, carries -0.288; number 5, C, carries 0.019


[2]
# C16H42F3Na2O8S6

C16H42F3Na2O8S6 as an isolated structure in a non-equilibrium geometry (ωB97M-V/def2-TZVPD, OMol25).

```
77
Properties=species:S:1:pos:R:3:forces:R:3
Na -2.95677 -1.13196 3.64825 0.0937 0.7247 -1.3673
Na -0.50868 -3.65328 3.01918 0.0294 0.7653 -0.9155
C -0.55692 -0.34899 1.24271 0.7810 -1.8983 0.0906
O -0.92863 0.77150 1.99270 -0.0694 0.0701 -0.3606
O -1.14416 -1.48253 1.71270 -0.9476 -0.6546 0.8792
C -0.76111 -0.11842 -0.33693 -2.0445 0.4026 -0.5590
F 0.40073 0.18570 -0.92490 0.2293 0.4924 0.2933
F -1.28606 -1.09034 -1.14373 0.6794 -0.5311 1.3209
F -1.67430 0.88007 -0.53587 0.9369 0.2477 0.2983
C -0.01818 1.87108 2.15536 -0.6906 0.7837 0.8963
C -0.92746 3.04299 2.64506 1.2452 -1.1448 -1.5539
H -0.29897 3.93352 2.63838 -0.3024 0.1475 0.5099
H -1.58265 3.09830 1.77571 -0.4883 0.4650 0.2696
H -1.48944 2.80189 3.54737 0.2540 0.2119 0.0611
H 0.52503 2.23524 1.28334 -0.5012 -0.3343 -0.6116
H 0.78730 1.62115 2.84589 -0.1333 -0.3060 0.4908
H 0.51188 -0.53797 1.34292 0.6696 0.7464 -0.2693
C -5.03515 2.67033 2.17759 -0.0737 -0.2996 -1.5261
S -5.56399 1.03947 2.85035 1.2980 0.6699 0.5402
O -4.65492 -0.06363 2.30982 -0.0989 0.9063 1.0183
C -5.04220 1.32506 4.59372 -1.2625 -0.1623 -0.2935
H -4.03659 3.09398 2.28482 0.1302 -0.5294 0.9979
H -5.78861 3.45093 2.28269 -0.1800 -0.2795 0.6305
H -5.04526 2.48880 1.10286 -0.2004 -0.2860 -0.2407
H -3.98577 1.56259 4.71873 -0.0769 -0.1124 -0.1384
H -5.42820 0.47938 5.16287 0.5944 -0.4664 -0.0655
H -5.68354 2.10166 5.01046 0.2542 0.5309 -0.2909
C 3.50503 3.02660 1.97909 0.3038 -0.1143 -1.7076
S 2.95412 4.25153 0.69939 -1.2907 0.0953 1.2022
O 1.58716 4.75349 1.13172 0.9072 -0.5073 -0.5103
C 2.71889 3.15829 -0.77085 0.4986 0.1033 1.1310
H 2.75555 2.27271 2.21998 -0.1468 0.3414 -0.0291
H 3.97885 3.46294 2.85842 -0.2998 0.3260 -0.2590
H 4.24643 2.53010 1.35305 0.3897 -0.4006 0.4826
H 2.25536 3.82029 -1.50228 -0.0146 -0.2598 -0.0069
H 2.16064 2.25045 -0.54220 -0.2732 0.2293 -0.0088
H 3.72263 2.84877 -1.06208 -0.0028 0.1328 -0.2245
C -4.28004 -1.19427 -0.80069 0.5240 0.2008 0.1128
S -5.89473 -1.99504 -1.04712 0.2676 -2.1649 1.9194
O -5.63660 -3.51564 -0.92582 -0.1800 2.2893 -0.5359
C -6.65089 -1.59902 0.64939 -0.4725 0.9167 -2.1070
H -4.33837 -0.32025 -0.15200 -0.1997 -0.3199 0.3456
H -3.74447 -0.81146 -1.66943 -0.6744 -0.3573 -0.5935
H -3.62397 -1.96936 -0.40457 -0.1598 0.0729 0.4065
H -6.74655 -0.51350 0.67369 0.6840 0.1985 0.3889
H -6.15620 -2.05274 1.50818 -0.0786 0.0153 -0.4209
H -7.70547 -1.82076 0.48568 0.1012 -0.9722 0.3530
C 3.12876 -2.14682 0.24590 0.5594 0.6420 0.0647
S 4.27385 -1.11427 1.24033 -1.1401 1.8260 -0.7355
O 4.21965 0.25542 0.53600 0.1539 -1.9733 0.9729
C 3.15019 -0.92787 2.73315 1.2686 -0.2308 -0.8197
H 3.54695 -2.25279 -0.75509 0.1180 0.1394 -0.0297
H 2.25059 -1.50236 0.20603 -0.3241 -0.4571 -0.1016
H 3.00653 -3.15744 0.63551 -0.2087 0.1774 0.2962
H 3.81435 -0.51319 3.49145 -0.2240 -0.0761 0.1454
H 2.84685 -1.94458 2.98293 -0.1789 0.1271 0.2360
H 2.33492 -0.23540 2.52357 0.0304 -0.2237 -0.2079
C 4.90141 -0.09503 -5.31929 -1.4605 0.2566 0.4287
S 3.66835 1.08172 -4.61130 -2.9555 -1.4047 -0.8318
O 2.33600 0.76324 -5.38437 2.5689 0.6585 1.2960
C 3.39005 0.27321 -2.92511 1.5209 0.0504 -2.4223
H 5.65397 -0.31775 -4.56289 0.3234 0.1814 -0.4708
H 5.17647 0.34216 -6.27914 0.5921 0.0236 0.3499
H 4.30019 -0.97611 -5.54360 0.0865 -0.1366 0.1793
H 3.50768 -0.79064 -3.13127 -0.5675 -0.1752 0.1658
H 2.39138 0.58893 -2.62330 0.4988 0.0748 0.3849
H 4.32124 0.56325 -2.43844 -0.6195 0.3117 1.0081
C 1.57912 -2.92083 -4.87447 -0.3256 -0.4834 0.5648
S 2.18523 -4.15069 -3.67084 1.3350 0.6569 0.9011
O 3.50660 -3.59290 -3.11498 -1.6503 -0.4450 -0.6303
C 0.99743 -3.94457 -2.29899 -0.5064 -0.5622 0.5682
H 2.34837 -2.80407 -5.63783 0.1954 0.2609 0.4112
H 1.31528 -2.02664 -4.30973 0.2405 0.2176 -0.4507
H 0.71632 -3.31943 -5.40813 -0.1994 -0.0792 0.2826
H 0.00960 -4.37122 -2.47298 -0.2208 0.4899 -0.8715
H 0.92589 -2.96005 -1.83671 0.0970 0.2872 -0.5968
H 1.26204 -4.61328 -1.47991 0.9836 -0.1190 -0.1302
```
Positions in Å, forces in eV/Å.

Results
molecular weight = 657.9 g/mol
frontier orbital gap = 4.9 eV
E_LUMO = -5.1 eV
net charge = +1

Löwdin atomic charge list, values in e, 5 entries: number 1, Na, carries 0.648; number 2, Na, carries 0.806; number 3, C, carries -0.463; number 4, O, carries -0.101; number 5, O, carries -0.257


Q: Which value of frontier orbital gap does entry 1 give?
A: 7.1 eV